# C13H30N3O10Sr

A structure of composition C13H30N3O10Sr (wB97M-V/def2-TZVPD, the OMol25 dataset).

Positions of all 57 atoms, in Å:
Sr -0.56 0.73 -0.69
C 2.93 2.34 1.85
C 1.47 2.09 2.31
O 1.24 2.20 3.52
O 0.65 1.84 1.38
H 2.91 2.46 0.76
H 3.53 1.44 2.04
H 3.40 3.18 2.34
C -3.70 4.12 -0.49
C -2.59 3.10 -0.52
O -2.36 2.39 0.47
O -1.93 2.94 -1.61
H -4.61 3.64 -0.88
H -3.50 4.98 -1.12
H -3.90 4.39 0.54
C -2.53 -2.49 1.97
C -2.56 -0.95 2.09
O -1.50 -0.34 1.78
O -3.63 -0.47 2.53
H -2.66 -2.93 2.96
H -1.66 -2.91 1.47
H -3.43 -2.80 1.42
C -3.85 -0.96 -0.96
O -2.68 -0.64 -1.15
N -4.53 -0.46 0.10
N -4.54 -1.77 -1.82
H -5.47 -0.74 0.29
H -4.01 0.02 0.84
H -5.52 -1.92 -1.70
H -4.05 -2.26 -2.54
C 4.46 -3.43 1.75
O 3.61 -2.48 1.11
C 2.37 -3.00 0.68
C 1.32 -1.93 0.59
N 1.35 -1.02 -0.58
C 2.60 -0.25 -0.67
C 2.57 0.84 -1.74
O 1.56 1.78 -1.51
C 1.82 3.05 -2.07
H 4.50 -3.15 2.80
H 5.47 -3.27 1.35
H 4.13 -4.45 1.58
H 2.02 -3.78 1.37
H 2.48 -3.51 -0.29
H 1.20 -1.37 1.53
H 0.35 -2.43 0.50
H 1.31 -1.68 -1.35
H 3.45 -0.92 -0.84
H 2.74 0.26 0.28
H 2.47 0.30 -2.71
H 3.53 1.34 -1.90
H 2.57 3.57 -1.46
H 0.90 3.63 -2.06
H 2.21 2.93 -3.09
O -0.50 -0.17 -3.17
H 0.28 -0.23 -3.73
H -1.14 -0.80 -3.52

E in eV: -39754.412
Gap between HOMO and LUMO in eV: 6.0
HOMO energy in eV: -4.41
ΔE to the lowest compared entry with this formula, charge and spin in kJ/mol: 0.0
Charge: -1
Spin multiplicity: 1